1.
{"formula": "C16H32CeClI2N2OP2", "method": "wB97M-V/def2-TZVPD", "s_squared": 0.7514, "relative_energy_kcal_mol": 0.0, "spin_multiplicity": 2, "total_charge": 2, "e_homo_ha": [-0.504, -0.504], "energy_ev": -82356.952, "orbital_gap_ev": [6.85, 6.93], "elements": ["I", "I", "Ce", "P", "C", "C", "H", "H", "H", "H", "H", "H", "C", "H", "H", "H", "P", "C", "C", "H", "H", "H", "C", "H", "H", "H", "H", "H", "H", "Cl", "C", "C", "N", "C", "C", "C", "O", "C", "C", "C", "C", "N", "C", "H", "H", "H", "H", "H", "H", "H", "H", "H", "H", "H", "H", "H", "H"], "coordinates": [[0.103, -0.358, -8.037], [0.103, 2.340, -8.351], [0.094, 0.947, -2.117], [-2.576, 1.484, -1.825], [-3.415, 1.290, -3.445], [-3.184, 0.141, -0.745], [-4.274, 0.175, -0.648], [-4.206, 3.082, -0.895], [-2.741, 0.217, 0.260], [-2.596, 3.193, -0.124], [-3.099, 0.328, -3.899], [-2.919, -0.840, -1.166], [-3.122, 3.051, -1.080], [-4.515, 1.297, -3.338], [-2.850, 3.891, -1.738], [-3.103, 2.113, -4.118], [2.756, 1.468, -1.806], [3.609, 1.271, -3.416], [3.307, 3.031, -1.055], [2.832, 0.198, 0.282], [4.397, 0.174, -0.552], [3.085, -0.869, -1.129], [3.315, 0.119, -0.704], [2.776, 3.180, -0.103], [4.390, 3.057, -0.861], [4.709, 1.276, -3.300], [3.304, 2.097, -4.091], [3.044, 3.874, -1.714], [3.294, 0.311, -3.874], [0.107, 2.357, 0.104], [-2.386, -1.826, 4.600], [-0.868, -1.724, 4.635], [-0.255, -1.509, 3.337], [0.461, -0.257, 3.161], [1.499, 0.057, 4.258], [-0.325, -2.567, 2.462], [-0.724, -3.676, 2.818], [0.043, -2.366, 1.032], [0.467, -3.447, 0.241], [0.749, -3.298, -1.105], [0.555, -2.050, -1.689], [0.008, -1.037, -0.939], [-0.222, -1.156, 0.406], [-2.856, -0.927, 4.178], [-2.743, -1.956, 5.629], [-2.689, -2.699, 4.015], [-0.574, -0.891, 5.267], [-0.485, -2.663, 5.055], [0.992, -0.233, 2.202], [-0.276, 0.569, 3.164], [2.259, -0.735, 4.341], [1.997, 1.007, 4.009], [1.024, 0.190, 5.236], [0.544, -4.410, 0.732], [1.077, -4.154, -1.728], [0.769, -1.831, -2.754], [-0.671, -0.303, 0.920]]}

=====

2.
{"formula": "C16H32Cl16F6Mg2N3O12S6", "method": "wB97M-V/def2-TZVPD", "relative_energy_kcal_mol": 0.0, "total_charge": 1, "e_homo_ha": -0.432, "energy_ev": -338703.616, "orbital_gap_ev": 4.56, "elements": ["Mg", "Mg", "N", "S", "O", "O", "F", "S", "O", "O", "F", "N", "S", "O", "O", "F", "S", "O", "O", "F", "N", "S", "O", "O", "F", "S", "O", "O", "F", "Cl", "C", "C", "Cl", "H", "H", "H", "H", "Cl", "C", "C", "Cl", "H", "H", "H", "H", "Cl", "C", "C", "Cl", "H", "H", "H", "H", "Cl", "C", "C", "Cl", "H", "H", "H", "H", "Cl", "C", "C", "Cl", "H", "H", "H", "H", "Cl", "C", "C", "Cl", "H", "H", "H", "H", "Cl", "C", "C", "Cl", "H", "H", "H", "H", "Cl", "C", "C", "Cl", "H", "H", "H", "H"], "coordinates": [[0.740, -2.391, -2.832], [2.672, -1.317, 1.764], [1.191, -0.744, 0.991], [0.727, 0.063, -0.484], [-0.109, 1.223, -0.445], [0.547, -0.767, -1.669], [2.185, 0.774, -0.661], [-0.271, -0.554, 1.584], [-1.388, -1.151, 0.897], [-0.424, 0.688, 2.324], [0.125, -1.601, 2.757], [2.386, -2.720, -2.115], [2.676, -3.651, -0.698], [2.869, -2.888, 0.540], [3.330, -4.962, -0.797], [1.061, -3.978, -0.636], [3.909, -2.389, -2.208], [4.743, -3.344, -2.903], [4.485, -1.451, -1.260], [3.601, -1.309, -3.364], [-0.999, -2.865, -2.633], [-2.416, -1.872, -2.949], [-3.231, -1.320, -1.849], [-3.056, -2.011, -4.211], [-1.498, -0.541, -3.236], [-1.997, -3.956, -2.181], [-2.805, -4.652, -3.175], [-2.400, -3.960, -0.740], [-0.813, -5.101, -2.149], [4.573, 1.732, -2.135], [6.301, 1.489, -2.723], [6.468, 0.523, -3.928], [5.649, 1.152, -5.469], [6.894, 1.235, -1.845], [6.635, 2.479, -3.035], [5.975, -0.419, -3.690], [7.516, 0.307, -4.139], [0.940, -1.502, -4.802], [1.155, -0.010, -5.747], [1.847, 1.103, -4.977], [0.902, 1.519, -3.520], [0.161, 0.359, -6.000], [1.618, -0.265, -6.700], [1.939, 2.017, -5.564], [2.812, 0.688, -4.686], [3.369, 3.675, 4.242], [2.209, 4.626, 3.289], [0.755, 4.232, 3.591], [-0.392, 5.020, 2.493], [2.520, 4.426, 2.264], [2.287, 5.683, 3.542], [0.507, 4.444, 4.632], [0.557, 3.183, 3.374], [-1.036, 5.364, -0.874], [0.614, 5.364, -1.584], [1.550, 4.445, -0.785], [3.176, 4.738, -1.289], [0.916, 6.411, -1.596], [0.556, 5.057, -2.628], [1.309, 3.385, -0.862], [1.557, 4.736, 0.265], [-5.623, -4.613, -0.382], [-5.682, -3.528, 1.032], [-4.768, -2.321, 0.829], [-4.670, -1.261, 2.279], [-5.346, -4.032, 1.937], [-6.721, -3.214, 1.138], [-4.952, -1.653, -0.012], [-3.733, -2.657, 0.766], [-2.935, -3.736, 5.460], [-1.517, -4.294, 4.540], [-1.642, -3.980, 3.071], [-2.597, -5.341, 2.302], [-1.311, -5.351, 4.711], [-0.648, -3.746, 4.904], [-0.633, -3.929, 2.661], [-2.046, -3.006, 2.793], [-4.348, 2.652, -1.505], [-2.764, 2.332, -0.735], [-2.532, 3.067, 0.544], [-3.327, 2.214, 1.898], [-2.041, 2.711, -1.458], [-2.591, 1.265, -0.595], [-2.873, 4.100, 0.624], [-1.455, 3.042, 0.706], [-4.458, 2.003, 5.769], [-2.981, 1.142, 6.332], [-2.207, 0.660, 5.153], [-1.003, -0.687, 5.415], [-3.283, 0.280, 6.928], [-2.411, 1.819, 6.968], [-1.661, 1.460, 4.653], [-2.913, 0.149, 4.498]]}

=====

3.
{"formula": "C16H32LaO3P", "method": "wB97M-V/def2-TZVPD", "relative_energy_kcal_mol": 0.0, "total_charge": 2, "e_homo_ha": -0.548, "energy_ev": -33388.552, "orbital_gap_ev": 7.67, "elements": ["C", "H", "H", "H", "C", "H", "H", "C", "H", "H", "H", "C", "C", "C", "C", "C", "C", "C", "C", "C", "C", "La", "H", "H", "H", "H", "H", "H", "H", "H", "H", "H", "H", "H", "H", "H", "H", "C", "O", "P", "O", "C", "O", "C", "H", "H", "H", "H", "H", "H", "H", "H", "H"], "coordinates": [[-1.020, -0.984, -2.921], [-1.498, -1.014, -3.912], [0.041, -0.713, -3.104], [-1.536, -0.154, -2.384], [-1.172, -2.334, -2.224], [-0.368, -2.515, -1.479], [-2.123, -2.362, -1.671], [-1.155, -3.504, -3.218], [-1.362, -4.451, -2.710], [-1.919, -3.362, -3.988], [-0.183, -3.593, -3.716], [1.795, 0.629, 1.386], [2.058, -0.760, 1.149], [2.473, -0.907, -0.216], [2.443, 0.392, -0.830], [2.031, 1.342, 0.162], [2.077, 2.822, 0.033], [2.844, 0.703, -2.232], [2.852, -2.183, -0.886], [1.949, -1.833, 2.170], [1.534, 1.240, 2.718], [0.016, -0.189, -0.244], [2.526, 1.714, -2.521], [3.942, 0.660, -2.342], [2.417, -0.012, -2.953], [2.019, 3.137, -1.013], [1.262, 3.306, 0.583], [3.021, 3.219, 0.441], [1.017, 0.538, 3.386], [2.488, 1.513, 3.202], [0.923, 2.147, 2.644], [1.830, -2.819, 1.709], [2.845, -1.876, 2.808], [1.092, -1.661, 2.834], [2.426, -2.255, -1.900], [3.947, -2.269, -0.992], [2.510, -3.053, -0.309], [-3.730, -0.627, 3.177], [-3.285, 0.619, 2.600], [-1.768, 0.836, 2.005], [-2.131, 0.748, 0.279], [-3.369, 1.309, -0.237], [-1.540, 2.456, 2.146], [-1.435, 3.453, 1.099], [-2.920, -1.139, 3.715], [-4.129, -1.293, 2.403], [-4.528, -0.370, 3.880], [-3.122, 2.039, -1.011], [-3.945, 0.488, -0.672], [-3.938, 1.782, 0.571], [-0.923, 3.071, 0.200], [-2.440, 3.814, 0.842], [-0.839, 4.254, 1.544]]}